Entry 1:
14
Properties=species:S:1:pos:R:3:nbo_charge:R:1 method="wB97M-V/def2-TZVPD" relative_energy_kcal_mol=90.1 lumo_energy_ev=0.97 homo_energy_ha=-0.3479
C -0.34043 0.83092 -0.42008 0.4167
C 0.61573 0.30938 0.59279 -0.1637
C 0.09231 -0.61321 1.59481 -0.2270
H 0.32428 -1.45138 -1.34965 0.4923
H -1.43766 0.42888 -1.92115 0.3514
H -1.37357 2.30263 -1.11474 0.3283
H 1.36100 1.01357 0.92862 0.2285
H -0.98999 -0.83327 1.49958 0.2091
H 0.48690 -0.74752 2.58271 0.2061
H 1.88254 -1.25040 0.75076 0.3700
N -0.95190 -0.14633 -1.25342 -0.3621
N -0.68854 2.09098 -0.40703 -0.6544
N 0.91358 -1.13225 0.53468 -0.6121
O 0.10576 -0.80199 -2.01787 -0.5831

***

Entry 2:
14
Properties=species:S:1:pos:R:3:nbo_charge:R:1 method="wB97M-V/def2-TZVPD" relative_energy_kcal_mol=19.3 lumo_energy_ev=0.81 homo_energy_ha=-0.3377
C 0.63298 -1.35619 1.78528 -0.4450
N -0.43946 -0.40173 1.61439 -0.5613
C -0.57896 0.22286 0.52049 0.7030
O -1.59916 1.09896 0.38134 -0.6861
N 0.18465 0.15577 -0.62807 -0.6442
C -0.05397 0.88546 -1.78382 0.2777
N 0.71687 0.77622 -2.78657 -0.6809
H 1.63115 -0.90582 1.67466 0.1836
H 0.56155 -2.20266 1.08604 0.1854
H 0.57574 -1.76713 2.79726 0.2113
H -2.06878 1.04779 1.22808 0.5076
H 0.99079 -0.45281 -0.64602 0.4185
H -0.93739 1.51862 -1.70831 0.1835
H 0.38399 1.38067 -3.53476 0.3467

***

Entry 3:
14
Properties=species:S:1:pos:R:3:nbo_charge:R:1 method="wB97M-V/def2-TZVPD" relative_energy_kcal_mol=83.5 lumo_energy_ev=0.82 homo_energy_ha=-0.3178
N 0.95203 1.07040 -0.19690 -0.3213
C -1.00591 0.24930 0.05926 0.4453
C 0.44753 -0.05875 0.45189 0.1071
N -1.66365 -0.81336 -0.51186 -0.8157
C 1.07144 -1.23130 0.54399 -0.4993
O 2.36350 1.19787 -0.23969 -0.5771
N -1.53124 1.34885 0.43103 -0.7436
H 2.62936 0.87184 -1.11422 0.4672
H 0.55411 1.94351 0.14335 0.3957
H -1.27665 -1.73947 -0.48392 0.3970
H -2.66855 -0.76985 -0.55887 0.3839
H -2.54377 1.37645 0.35731 0.3420
H 2.14054 -1.29651 0.42223 0.2208
H 0.53126 -2.14896 0.69640 0.1980

***

Entry 4:
14
Properties=species:S:1:pos:R:3:nbo_charge:R:1 method="wB97M-V/def2-TZVPD" relative_energy_kcal_mol=87.1 lumo_energy_ev=0.25 homo_energy_ha=-0.2572
C 2.84093 -0.16414 0.27026 -0.7208
N 1.41717 0.37222 0.57206 -0.6053
C 0.26229 0.11589 -0.35727 0.7816
O 0.43732 -0.01271 -1.53571 -0.5339
N -0.94667 0.04339 0.28208 -0.6495
C -2.14361 -0.18239 -0.40660 0.2723
N -3.23595 -0.13695 0.22833 -0.6466
H 3.03522 0.24993 -0.73154 0.1529
H 2.66259 -1.24050 0.11055 0.1400
H 1.53624 1.38356 0.64720 0.4301
H 1.18425 0.04882 1.51166 0.4124
H -1.04717 0.22841 1.27262 0.4160
H -1.98456 -0.38171 -1.46841 0.1948
H -4.01804 -0.32383 -0.39523 0.3561